(1)
{
  "formula": "C5H9O",
  "method": "ωB97M-V/def2-TZVPD",
  "species": ["C", "C", "C", "C", "C", "O", "H", "H", "H", "H", "H", "H", "H", "H", "H"],
  "coordinates": [[0.43381, 1.13547, 0.49409], [0.97092, -0.99850, -1.62197], [0.91886, 2.36027, 0.85203], [-1.21853, -1.23037, 0.29859], [0.21493, -0.66963, 0.51555], [1.25552, -0.96494, -0.37232], [-0.40171, 1.22895, -0.24838], [1.95957, -1.08967, -2.17641], [-0.06271, -1.04928, -1.88566], [1.70995, 2.69766, 1.53104], [0.34369, 3.18771, 0.42719], [-1.23611, -2.25854, 0.25363], [-1.67578, -0.86955, -0.62844], [-1.90107, -0.82412, 1.06616], [0.66999, -1.07058, 1.38329]],
  "forces_ev_per_a": [[-2.7, -0.6, -1.3], [3.7, -0.8, 2.2], [-0.3, -1.9, 0.3], [0.6, 3.8, -0.6], [0.3, 2.9, 2.9], [-0.6, -0.1, -4.3], [0.6, 0.4, 0.4], [-1.9, 0.1, -0.1], [-0.4, 0.2, -0.8], [-0.2, -0.8, -0.1], [0.3, -0.3, -0.2], [0.2, -2.4, 0.3], [0.1, 0.1, -0.1], [0.7, -0.4, 0.0], [-0.2, -0.2, 1.4]],
  "mulliken_charge": [0.06, 0.07, -0.74, -1.35, 0.20, -0.14, 0.18, 0.31, 0.28, 0.30, 0.24, 0.45, 0.41, 0.36, 0.38],
  "total_energy_ha": -270.70556,
  "total_charge": 1,
  "multiplicity": 1,
  "orbital_gap_ev": 8.0313
}

=====

(2)
{
  "formula": "C5H9O2P",
  "method": "ωB97M-V/def2-TZVPD",
  "species": ["C", "C", "C", "C", "C", "O", "O", "P", "H", "H", "H", "H", "H", "H", "H", "H", "H"],
  "coordinates": [[-1.32345, 0.50739, -0.14694], [-0.34020, -0.29507, -0.93817], [-2.52396, -0.24901, 0.33893], [-2.47822, -1.57504, 0.90661], [2.18030, -0.11297, 0.67674], [1.32221, -2.43738, -0.51763], [-2.81385, -1.49030, -0.29870], [0.91986, -1.21399, 0.12234], [-0.91747, 1.20504, 0.71340], [-1.74629, 1.19340, -0.85698], [-0.82220, -0.85773, -1.59637], [0.30717, 0.35524, -1.54604], [-3.38851, 0.27339, 0.70342], [0.28513, -1.53470, 1.25440], [3.08802, -0.71120, 1.00322], [2.33598, 0.61311, -0.15105], [1.80137, 0.38622, 1.60035]],
  "forces_ev_per_a": [[-0.4, 2.2, 1.2], [4.1, 2.5, 3.6], [0.6, 1.2, 0.9], [1.0, -1.8, 2.3], [0.7, 0.8, 0.7], [1.5, -2.4, -1.7], [-1.1, -0.6, -2.3], [-1.9, 0.7, -1.0], [-0.5, -1.6, -1.5], [-0.2, 0.8, -0.3], [-1.8, -3.1, -2.6], [-0.3, 0.2, 0.2], [-0.3, 0.6, -0.4], [-1.2, 0.1, 1.7], [-1.0, 0.8, -0.8], [0.5, -0.3, 0.8], [0.3, 0.0, -0.8]],
  "mulliken_charge": [-0.43, -1.13, 0.24, -0.47, -0.89, -0.69, -0.16, 0.64, 0.23, 0.30, 0.58, 0.43, 0.44, -0.02, 0.30, 0.30, 0.33],
  "total_energy_ha": -687.61133,
  "multiplicity": 1,
  "orbital_gap_ev": 10.1929
}

=====

(3)
{
  "formula": "C5H9O3S",
  "method": "ωB97M-V/def2-TZVPD",
  "species": ["C", "C", "C", "C", "C", "O", "O", "O", "S", "H", "H", "H", "H", "H", "H", "H", "H", "H"],
  "coordinates": [[1.29607, 1.45860, 0.33172], [1.11784, 0.53023, -1.91446], [1.30729, -1.16308, -0.04097], [-1.97251, 0.23324, 1.40218], [1.28567, 0.22786, -0.61336], [1.94501, 1.52882, 1.39265], [0.40122, 2.28189, -0.06137], [-1.80758, 1.45190, -1.05400], [-2.09893, 0.01857, -0.39115], [0.88451, -0.20538, -2.57240], [-1.00175, 1.84300, -0.68560], [1.12606, 1.47162, -2.37962], [1.95544, -1.66654, -0.76312], [1.77184, -1.03006, 1.02387], [0.32606, -1.45945, 0.05882], [-1.63378, -0.63248, 1.90256], [-3.06070, 0.45399, 1.82143], [-1.34193, 1.00400, 1.66802]],
  "forces_ev_per_a": [[-1.3, -0.1, 0.3], [0.7, -0.3, 2.5], [3.3, 2.4, 1.2], [-4.4, 0.1, -0.2], [0.1, 2.0, -0.6], [0.1, -0.5, -0.9], [0.5, 0.6, 0.6], [-1.9, 0.4, -0.5], [0.2, -1.4, 0.3], [-0.3, -2.6, -2.0], [1.9, 0.4, 0.4], [-0.1, 1.4, 0.2], [-0.4, -1.0, 0.6], [-0.6, -0.6, -1.9], [-2.1, -1.3, 0.0], [0.4, -1.3, 0.2], [2.2, -0.2, -0.6], [1.4, 1.9, 0.3]],
  "mulliken_charge": [0.41, -1.07, -1.05, -0.80, 0.73, -0.75, -0.79, -0.50, -0.03, 0.37, 0.46, 0.34, 0.38, 0.24, 0.21, 0.31, 0.24, 0.29],
  "total_energy_ha": -819.82457,
  "total_charge": -1,
  "multiplicity": 1,
  "orbital_gap_ev": 7.5760
}

=====

(4)
{
  "formula": "C5H9O3Zn",
  "method": "ωB97M-V/def2-TZVPD",
  "species": ["O", "C", "C", "H", "H", "H", "O", "C", "C", "O", "C", "Zn", "H", "H", "H", "H", "H", "H"],
  "coordinates": [[1.91756, -0.85113, 1.22472], [1.90713, 0.15469, 2.07733], [0.80999, 0.81921, 2.53048], [2.90167, 0.50323, 2.40513], [0.87390, 1.19803, 3.55373], [-0.25612, 0.68740, 2.33147], [-0.09387, -2.29124, -1.35212], [-1.23082, -1.60348, -1.75550], [-0.99864, -0.09524, -1.75993], [-0.34116, 0.23005, -0.51628], [-0.14788, 1.55173, -0.22840], [0.77141, -1.33062, -0.02880], [-2.09525, -1.81766, -1.09240], [-1.54761, -1.87921, -2.78022], [-1.94006, 0.46720, -1.82875], [-0.32108, 0.20512, -2.57445], [0.74353, 1.83352, 0.33132], [-0.95269, 2.21841, -0.53734]],
  "forces_ev_per_a": [[1.3, 0.2, 0.2], [-1.3, 0.6, 0.4], [0.3, -0.6, 1.6], [-0.4, -0.5, 0.1], [0.6, 0.9, -0.5], [0.5, -0.6, -0.7], [0.3, 0.1, 0.2], [-0.5, 0.2, 0.0], [-0.2, 0.2, -0.5], [-0.5, 0.7, -0.1], [-0.1, 0.7, -0.4], [-0.2, -1.2, -0.6], [0.2, 0.0, -0.2], [0.2, 0.0, 0.3], [0.2, -0.1, 0.0], [-0.2, -0.1, 0.2], [-0.5, -0.3, -0.2], [0.3, -0.1, 0.1]],
  "mulliken_charge": [-0.54, 0.31, -0.94, 0.32, 0.26, 0.26, -0.65, -0.27, -0.30, -0.08, -0.66, 0.33, 0.28, 0.33, 0.33, 0.33, 0.44, 0.25],
  "total_energy_ha": -2200.83486,
  "multiplicity": 2,
  "orbital_gap_ev": [8.7451, 8.3071]
}

=====

(5)
{
  "formula": "C5H9OP",
  "method": "ωB97M-V/def2-TZVPD",
  "species": ["C", "C", "C", "C", "C", "O", "P", "H", "H", "H", "H", "H", "H", "H", "H", "H"],
  "coordinates": [[1.56119, -0.89009, -0.13834], [1.27072, -0.36923, 1.04528], [0.92468, -0.28656, -1.35651], [0.32365, 1.06220, -0.98182], [-2.49737, -0.49014, 0.93966], [0.21599, 2.18794, 1.62435], [0.05505, 0.95684, 0.84612], [2.23345, -1.72488, -0.28087], [1.62951, -0.71853, 1.99693], [1.66565, -0.19035, -2.15331], [0.14963, -0.96598, -1.71673], [1.02252, 1.88727, -1.15153], [-0.60031, 1.27883, -1.51281], [-2.74547, -0.35510, 1.97279], [-3.05093, 0.08100, 0.22281], [-2.15797, -1.46322, 0.64400]],
  "forces_ev_per_a": [[0.2, 0.0, -0.1], [-0.5, 0.3, 0.0], [0.1, 0.0, -0.2], [-0.3, 0.1, 0.3], [1.7, 0.9, 0.0], [-0.1, 0.7, 0.6], [-1.0, -1.6, -0.9], [0.1, -0.1, 0.1], [0.1, -0.1, 0.1], [-0.1, 0.0, 0.0], [0.0, 0.0, -0.1], [0.0, -0.1, 0.1], [0.0, 0.0, 0.0], [0.0, 0.1, 0.3], [-0.2, 0.2, -0.2], [0.1, -0.3, -0.1]],
  "mulliken_charge": [-0.27, -0.42, -0.55, -0.62, -0.97, -0.63, 0.42, 0.37, 0.43, 0.33, 0.26, 0.36, 0.34, 0.32, 0.32, 0.32],
  "total_energy_ha": -612.41776,
  "multiplicity": 1,
  "orbital_gap_ev": [7.9063, 8.2037]
}

=====

(6)
{
  "formula": "C5H9OP",
  "method": "ωB97M-V/def2-TZVPD",
  "species": ["C", "C", "C", "C", "C", "O", "P", "H", "H", "H", "H", "H", "H", "H", "H", "H"],
  "coordinates": [[-2.48929, -0.26199, -1.04289], [-0.92876, -0.41955, -1.47598], [-0.22052, -0.00778, -0.12097], [1.45849, 1.74051, -0.55393], [1.16393, 0.35424, 0.05776], [-2.38780, 0.52333, 1.84757], [-1.77249, 0.50315, 0.50346], [-3.03034, 0.34052, -1.72434], [-2.84637, -1.21164, -0.67711], [-0.52627, -1.32053, -1.88849], [-0.74851, 0.28403, -2.26895], [0.74684, 1.78901, -1.40278], [2.51620, 1.86879, -0.67763], [1.08449, 2.45940, 0.12442], [1.39791, 0.49650, 1.17550], [1.65812, -0.41021, -0.53829]],
  "forces_ev_per_a": [[3.5, -0.8, 1.4], [-0.5, 2.0, 1.1], [-4.7, 0.8, -0.2], [-1.4, -1.3, -0.5], [0.6, 0.9, 1.5], [-0.1, 0.6, -0.3], [1.9, -1.8, -0.8], [-0.9, 0.2, -0.4], [-0.8, -0.2, -0.6], [-0.4, -1.2, 0.3], [0.2, 0.6, -0.4], [1.3, 0.4, -0.3], [0.4, 0.3, -0.7], [-0.2, 0.9, 0.8], [0.1, -1.2, -1.6], [1.0, -0.2, 0.7]],
  "mulliken_charge": [-0.70, -0.65, 0.00, -1.06, -0.24, -0.67, 0.48, 0.37, 0.31, 0.43, 0.24, 0.30, 0.33, 0.33, 0.25, 0.29],
  "total_energy_ha": -612.42612,
  "multiplicity": 1,
  "orbital_gap_ev": 7.9992
}

=====

(7)
{
  "formula": "C5HBr3N2",
  "method": "ωB97M-V/def2-TZVPD",
  "species": ["C", "C", "C", "C", "C", "N", "N", "Br", "Br", "Br", "H"],
  "coordinates": [[2.61744, 0.34217, 2.24818], [-0.14241, -0.14916, 0.07164], [-0.91654, 0.12924, 1.20363], [1.21654, -0.06555, 0.32807], [-0.23488, 0.18674, 2.36398], [3.51867, 0.65529, 2.90362], [1.52596, 0.11850, 1.63355], [-2.83435, 0.00981, 1.30571], [2.58061, -0.02037, -1.04514], [-0.27167, 0.53970, 4.09758], [-0.48793, -0.39626, -0.96654]],
  "forces_ev_per_a": [[1.7, 0.6, 0.2], [-1.2, -0.2, -1.6], [-0.9, -0.9, 0.8], [2.8, 0.7, 2.7], [-0.9, 0.4, 0.0], [0.5, -0.1, 0.4], [-0.4, -1.1, -4.6], [-0.1, 0.2, -0.5], [-0.9, -0.1, 0.7], [-0.6, 0.1, 0.6], [0.1, 0.5, 1.4]],
  "mulliken_charge": [0.44, -0.18, 0.12, 0.30, 0.02, -0.47, -0.32, -0.17, -0.09, 0.01, 0.36],
  "total_energy_ha": -8022.48104,
  "multiplicity": 3,
  "orbital_gap_ev": [6.1793, 6.6849]
}

=====

(8)
{
  "formula": "C5HCl4NOS",
  "method": "ωB97M-V/def2-TZVPD",
  "species": ["O", "C", "N", "C", "Cl", "C", "Cl", "S", "C", "C", "Cl", "Cl", "H"],
  "coordinates": [[0.21551, 2.18877, -2.64445], [0.03689, 1.79147, -1.56841], [-0.17353, 1.13491, -0.61674], [-0.73440, 1.11764, 0.64300], [-2.13259, 2.18182, 0.84659], [-0.24523, 0.48239, 1.72658], [-0.83053, 0.88679, 3.32254], [1.02581, -0.75081, 1.74906], [1.17321, -1.24178, 0.03932], [0.22260, -1.78570, -0.72926], [-1.46374, -1.97049, -0.36912], [0.69090, -2.38313, -2.21781], [2.21512, -1.65188, -0.18128]],
  "forces_ev_per_a": [[0.4, 0.8, -0.2], [-0.2, 0.2, -2.3], [-0.5, -1.4, 3.2], [-0.2, 1.0, 0.5], [0.5, -0.3, -0.3], [0.0, 0.1, -0.4], [0.2, -0.5, -0.6], [-0.3, 0.5, -0.7], [1.0, -2.0, 1.1], [-0.3, 0.5, 1.1], [0.6, 0.4, 0.0], [0.2, -0.7, -1.4], [-1.3, 1.4, 0.1]],
  "mulliken_charge": [-0.43, 0.49, -0.10, 0.15, -0.19, 0.28, -0.17, -0.10, -0.63, 0.62, -0.11, -0.15, 0.34],
  "total_energy_ha": -2560.02370,
  "multiplicity": 1,
  "smiles": "O=C=N/C(Cl)=C(/Cl)SC=C(Cl)Cl",
  "orbital_gap_ev": 8.7577
}